Entry 1:
{"formula": "C4H16NO3", "method": "ωB97M-V with the def2-TZVPD basis set", "total_energy_ev": -12031.8766, "e_lumo_ev": -3.2, "homo_lumo_gap_ev": 10.26, "relative_energy_kj_mol": 265.9, "total_charge": 1, "homo_energy_ev": -13.44, "max_force_ha_per_bohr": 0.0910, "elements": ["C", "C", "C", "C", "N", "H", "H", "H", "H", "H", "H", "H", "H", "H", "H", "H", "H", "O", "H", "H", "O", "H", "H", "O"], "positions_angstrom": [[-1.252, 1.502, -0.112], [-0.578, 0.387, 0.673], [0.626, -0.149, 0.040], [1.842, -0.301, 0.611], [0.657, -0.428, -1.374], [-0.596, 1.508, -0.971], [-2.252, 1.177, -0.543], [-1.422, 2.422, 0.462], [-0.332, 0.628, 1.830], [-1.261, -0.453, 0.738], [1.895, -0.209, 1.723], [2.803, -0.348, 0.035], [1.636, -0.629, -1.735], [0.471, 0.550, -1.888], [-0.102, -1.143, -1.747], [-2.724, -1.305, -2.652], [-1.816, -1.724, -3.577], [-1.831, -1.128, -2.880], [-2.855, -0.990, 5.369], [-2.846, 0.104, 6.500], [-2.420, -0.168, 5.680], [3.738, 0.887, -1.960], [4.682, -0.203, -2.467], [3.937, 0.015, -1.756]], "mulliken_charge": [-0.76, -0.28, 0.43, -0.99, -0.30, 0.13, 0.25, 0.31, 0.33, 0.25, 0.25, 0.20, 0.35, 0.43, 0.41, 0.32, 0.28, -0.61, 0.32, 0.33, -0.65, 0.32, 0.33, -0.67]}


Entry 2:
{"formula": "C4H16NO3", "method": "ωB97M-V with the def2-TZVPD basis set", "total_energy_ev": -12034.1878, "e_lumo_ev": -2.9, "homo_lumo_gap_ev": 11.35, "relative_energy_kj_mol": 42.9, "total_charge": 1, "homo_energy_ev": -14.28, "max_force_ha_per_bohr": 0.0271, "elements": ["C", "C", "C", "C", "O", "N", "H", "H", "H", "H", "H", "H", "H", "H", "H", "H", "H", "H", "H", "H", "O", "H", "H", "O"], "positions_angstrom": [[0.205, 1.977, 0.991], [-0.143, 1.021, -0.123], [-1.630, 0.851, -0.344], [-2.302, 0.040, 0.785], [-1.827, 0.155, -1.569], [0.448, -0.386, 0.096], [0.531, 2.950, 0.626], [-0.555, 2.098, 1.761], [1.063, 1.581, 1.556], [0.339, 1.231, -1.061], [-2.145, 1.806, -0.351], [-1.751, 0.076, 1.730], [-3.328, 0.386, 0.902], [-2.396, -1.016, 0.528], [-2.301, 0.683, -2.217], [1.014, -0.451, 0.950], [-0.211, -1.161, 0.212], [1.061, -0.599, -0.693], [3.023, -2.267, 1.936], [3.435, -1.851, 0.549], [2.730, -1.720, 1.197], [1.217, -1.396, -3.046], [2.223, -2.150, -2.213], [1.300, -1.857, -2.201]], "mulliken_charge": [-1.30, 0.17, -0.05, -1.44, -0.55, -0.20, 0.35, 0.35, 0.39, 0.42, 0.53, 0.36, 0.33, 0.45, 0.34, 0.33, 0.27, 0.30, 0.31, 0.29, -0.60, 0.34, 0.32, -0.69]}


Entry 3:
{"formula": "C4H16O3", "method": "ωB97M-V with the def2-TZVPD basis set", "total_energy_ev": -10548.7876, "smiles": "CC(C)C.O.O.O", "e_lumo_ev": 0.7, "homo_lumo_gap_ev": 11.40, "relative_energy_kj_mol": 162.7, "homo_energy_ev": -10.75, "max_force_ha_per_bohr": 0.0674, "elements": ["C", "C", "C", "C", "H", "H", "H", "H", "H", "H", "H", "H", "H", "H", "H", "H", "O", "H", "H", "O", "H", "H", "O"], "positions_angstrom": [[1.797, 0.935, -0.375], [0.321, 0.435, -0.280], [-0.245, 0.134, -1.710], [0.066, -0.745, 0.603], [2.024, 1.255, 0.689], [2.475, 0.056, -0.521], [2.013, 1.800, -1.045], [-0.359, 1.274, 0.121], [-1.324, -0.134, -1.673], [0.434, -0.536, -2.156], [0.043, 1.079, -2.254], [0.303, -0.577, 1.608], [-0.926, -0.982, 0.677], [0.796, -1.493, 0.341], [1.856, 0.399, 6.619], [0.735, 1.539, 6.401], [0.928, 0.584, 6.789], [-4.125, -0.375, 1.254], [-4.194, 1.116, 0.822], [-3.931, 0.514, 1.575], [0.408, -1.846, -6.344], [1.389, -1.039, -7.151], [1.356, -1.860, -6.716]], "mulliken_charge": [-1.26, 0.75, -1.30, -1.56, 0.30, 0.31, 0.36, 0.17, 0.33, 0.39, 0.32, 0.45, 0.39, 0.36, 0.32, 0.33, -0.66, 0.32, 0.32, -0.64, 0.33, 0.31, -0.64]}


Entry 4:
{"formula": "C4H16O3", "method": "ωB97M-V with the def2-TZVPD basis set", "total_energy_ev": -10550.4374, "smiles": "CCCC.O.O.O", "e_lumo_ev": 0.7, "homo_lumo_gap_ev": 11.81, "relative_energy_kj_mol": 3.6, "homo_energy_ev": -11.12, "max_force_ha_per_bohr": 0.0260, "elements": ["C", "C", "C", "C", "H", "H", "H", "H", "H", "H", "H", "H", "H", "H", "H", "H", "O", "H", "H", "O", "H", "H", "O"], "positions_angstrom": [[-0.315, 0.220, -2.010], [0.238, -0.658, -0.907], [1.741, -0.454, -0.698], [2.361, -1.411, 0.283], [0.144, -0.021, -2.967], [-1.395, 0.148, -2.091], [-0.067, 1.261, -1.801], [-0.229, -0.524, 0.065], [0.121, -1.718, -1.156], [2.248, -0.424, -1.655], [1.919, 0.591, -0.365], [2.540, -2.411, -0.122], [3.342, -1.112, 0.657], [1.724, -1.582, 1.159], [-0.999, 0.111, 2.124], [-1.692, -0.861, 3.031], [-1.711, -0.552, 2.119], [-3.494, 1.740, 0.734], [-2.699, 0.478, 0.419], [-2.860, 1.378, 0.106], [0.372, 1.740, 0.696], [-1.044, 2.174, 0.955], [-0.243, 1.889, 1.424]], "mulliken_charge": [-1.25, 0.02, -0.28, -1.29, 0.42, 0.33, 0.25, -0.05, 0.43, 0.35, 0.21, 0.32, 0.37, 0.26, 0.34, 0.29, -0.65, 0.30, 0.33, -0.63, 0.30, 0.35, -0.72]}


Entry 5:
{"formula": "C4H16O3S", "method": "ωB97M-V with the def2-TZVPD basis set", "total_energy_ev": -21383.3452, "smiles": "CCCSC.O.O.O", "e_lumo_ev": 0.3, "homo_lumo_gap_ev": 8.63, "relative_energy_kj_mol": 207.3, "homo_energy_ev": -8.35, "max_force_ha_per_bohr": 0.0712, "elements": ["C", "C", "C", "S", "C", "H", "H", "H", "H", "H", "H", "H", "H", "H", "H", "H", "H", "O", "H", "H", "O", "H", "H", "O"], "positions_angstrom": [[-1.685, 0.688, -1.146], [-1.065, -0.516, -0.410], [0.400, -0.119, 0.293], [-0.107, 0.778, 1.860], [0.544, -0.264, 3.062], [-1.750, 1.595, -0.481], [-2.640, 0.503, -1.553], [-0.944, 0.888, -2.040], [-1.576, -0.936, 0.520], [-0.686, -1.242, -1.146], [0.840, -1.147, 0.532], [1.161, 0.573, -0.161], [0.226, -1.319, 2.758], [-0.036, 0.070, 3.948], [1.678, -0.175, 3.235], [2.431, -1.285, -1.168], [3.481, -0.163, -1.273], [3.184, -0.956, -0.728], [-3.157, 0.793, 2.024], [-4.359, 0.439, 2.554], [-4.021, 1.273, 2.138], [2.115, 0.075, -4.818], [3.420, 0.522, -4.045], [2.548, -0.075, -3.955]], "mulliken_charge": [-0.96, -0.33, -0.71, -0.09, -0.74, 0.26, 0.34, 0.24, 0.27, 0.33, 0.32, 0.29, 0.23, 0.32, 0.24, 0.32, 0.31, -0.62, 0.26, 0.32, -0.61, 0.31, 0.33, -0.63]}


Entry 6:
{"formula": "C4H16O3S", "method": "ωB97M-V with the def2-TZVPD basis set", "s_squared": 0.80, "total_energy_ev": -21371.5187, "spin_multiplicity": 2, "e_lumo_ev": [-8.9, -8.4], "homo_lumo_gap_ev": [5.98, 6.55], "relative_energy_kj_mol": 468.3, "total_charge": 1, "homo_energy_ev": [-14.91, -14.92], "max_force_ha_per_bohr": 0.0511, "elements": ["C", "C", "C", "C", "S", "H", "H", "H", "H", "H", "H", "H", "H", "H", "H", "H", "H", "O", "H", "H", "O", "H", "H", "O"], "positions_angstrom": [[-2.836, -1.640, 1.890], [-3.035, -0.579, 0.783], [-1.674, 0.171, 0.605], [-1.541, 1.049, -0.713], [0.157, 1.681, -0.536], [-3.803, -1.874, 2.372], [-2.681, -2.659, 1.470], [-2.008, -1.443, 2.572], [-3.745, 0.180, 1.142], [-3.491, -0.894, -0.172], [-0.893, -0.634, 0.606], [-1.496, 0.724, 1.515], [-2.193, 1.928, -0.680], [-1.584, 0.351, -1.548], [1.061, -0.623, 0.375], [1.884, 0.898, 0.624], [2.827, 1.346, 1.736], [2.767, 0.733, 0.988], [4.195, -1.142, -1.322], [3.234, -0.716, -0.174], [3.541, -1.471, -0.693], [1.742, -1.316, -1.333], [0.508, -0.412, -1.364], [0.910, -1.154, -1.827]], "mulliken_charge": [-1.21, -0.49, -0.57, -0.45, 0.20, 0.36, 0.30, 0.34, 0.32, 0.43, 0.29, 0.48, 0.42, 0.44, 0.04, 0.25, 0.33, -0.66, 0.36, 0.48, -0.66, 0.47, 0.12, -0.62]}


Entry 7:
{"formula": "C4H16O4", "method": "ωB97M-V with the def2-TZVPD basis set", "total_energy_ev": -12596.1221, "smiles": "C=C(C)C.O.O.O.O", "e_lumo_ev": 0.4, "homo_lumo_gap_ev": 9.99, "relative_energy_kj_mol": 165.4, "homo_energy_ev": -9.55, "max_force_ha_per_bohr": 0.0834, "elements": ["C", "C", "C", "C", "H", "H", "H", "H", "H", "H", "H", "H", "H", "H", "O", "H", "H", "O", "H", "H", "O", "H", "H", "O"], "positions_angstrom": [[0.230, 1.349, 1.211], [0.558, 1.803, -0.182], [-0.446, 1.790, -1.026], [1.883, 2.096, -0.664], [-0.343, 2.078, 1.800], [1.115, 1.122, 1.739], [-0.301, 0.411, 1.061], [-0.367, 2.106, -2.115], [-1.506, 1.528, -0.978], [2.310, 3.029, -0.305], [2.012, 1.817, -1.702], [2.521, 1.325, -0.200], [1.385, -1.346, 1.099], [2.002, -1.735, 2.470], [2.177, -1.668, 1.530], [-1.500, -3.696, -0.479], [-2.419, -3.127, 0.626], [-1.498, -3.283, 0.389], [1.564, -1.789, -1.995], [0.604, -0.693, -1.491], [0.942, -1.588, -1.293], [-3.862, 0.196, 0.385], [-3.140, -1.087, 0.265], [-3.920, -0.639, -0.144]], "mulliken_charge": [-1.11, 0.93, -0.99, -1.17, 0.32, 0.39, 0.14, 0.26, 0.23, 0.32, 0.34, 0.34, 0.30, 0.30, -0.62, 0.31, 0.30, -0.61, 0.29, 0.32, -0.59, 0.33, 0.28, -0.62]}


Entry 8:
{"formula": "C4H16O4", "method": "ωB97M-V with the def2-TZVPD basis set", "total_energy_ev": -12589.8358, "e_lumo_ev": 0.7, "homo_lumo_gap_ev": 9.17, "relative_energy_kj_mol": 772.0, "homo_energy_ev": -8.47, "max_force_ha_per_bohr": 0.2846, "elements": ["C", "O", "H", "H", "H", "H", "C", "O", "H", "H", "H", "H", "C", "O", "H", "H", "H", "H", "C", "O", "H", "H", "H", "H"], "positions_angstrom": [[17.393, 14.459, 4.813], [16.392, 15.136, 5.568], [18.306, 15.028, 4.986], [17.498, 13.448, 5.206], [17.021, 14.414, 3.789], [16.220, 16.004, 5.195], [15.373, 12.337, 4.752], [15.062, 11.101, 4.047], [14.977, 13.228, 4.264], [15.134, 12.232, 5.811], [16.451, 12.392, 4.600], [14.427, 10.582, 4.546], [12.921, 10.808, 5.810], [14.214, 10.347, 5.519], [12.436, 10.652, 4.846], [12.558, 10.200, 6.639], [12.984, 11.880, 5.996], [14.284, 9.390, 5.558], [15.065, 8.469, 3.768], [16.094, 9.322, 4.284], [14.033, 8.743, 3.986], [15.210, 8.286, 2.703], [15.165, 7.506, 4.268], [15.935, 10.198, 3.927]], "mulliken_charge": [-0.58, -0.52, 0.34, 0.33, 0.32, 0.30, -0.76, -0.87, 0.21, 0.39, 0.18, 0.57, -0.67, -0.46, 0.31, 0.32, 0.23, 0.43, -0.68, -0.64, 0.26, 0.26, 0.28, 0.45]}


Entry 9:
{"formula": "C4H16O4", "method": "ωB97M-V with the def2-TZVPD basis set", "s_squared": 0.75, "total_energy_ev": -12585.4706, "spin_multiplicity": 2, "e_lumo_ev": [-3.0, -9.9], "homo_lumo_gap_ev": [9.65, 2.73], "relative_energy_kj_mol": 267.5, "total_charge": 1, "homo_energy_ev": [-12.65, -12.65], "max_force_ha_per_bohr": 0.0651, "elements": ["C", "O", "H", "H", "H", "H", "C", "O", "H", "H", "H", "H", "C", "O", "H", "H", "H", "H", "C", "O", "H", "H", "H", "H"], "positions_angstrom": [[-0.260, 0.291, -0.942], [0.031, 1.145, 0.122], [-1.228, -0.165, -0.733], [-0.274, 0.680, -1.960], [0.491, -0.498, -0.994], [0.183, 0.552, 0.861], [1.856, 3.960, 0.397], [0.932, 3.590, -0.624], [1.583, 4.854, 0.957], [1.779, 3.086, 1.043], [2.905, 3.930, 0.103], [0.611, 2.718, -0.384], [-2.590, -3.121, -1.490], [-1.825, -2.582, -2.523], [-2.243, -4.080, -1.105], [-2.593, -2.460, -0.623], [-3.643, -3.186, -1.764], [-2.265, -1.759, -2.746], [1.325, -1.363, 1.844], [0.154, -0.635, 2.149], [1.383, -2.186, 2.556], [1.320, -1.690, 0.804], [2.210, -0.744, 1.992], [0.158, -0.337, 3.062]], "mulliken_charge": [-0.65, -0.63, 0.20, 0.41, 0.29, 0.44, -0.41, -0.06, 0.31, 0.22, 0.32, 0.59, -0.57, -0.48, 0.27, 0.21, 0.29, 0.30, -0.59, -0.58, 0.31, 0.24, 0.28, 0.29]}